(1)
Formula: C12H24N2O5
Source: the OMol25 dataset
Level of theory: the ωB97M-V functional and the def2-TZVPD basis

Its total charge is 0. The structure (SMILES) is COCCCNC(=O)C[C@@H](NCCCOC)C(=O)O. Its spin multiplicity is 1. The HOMO energy comes out at -7.7 eV.

```
43
Properties=species:S:1:pos:R:3:forces:R:3
C -6.23198 -0.16348 -1.58751 -4.50 -2.89 0.42
O -5.33375 -0.51164 -0.62589 -1.85 -4.07 -2.50
C -4.99228 0.41824 0.20125 -0.49 2.47 4.18
C -4.28502 -0.30609 1.28098 -3.88 7.82 10.29
C -3.28851 -1.22561 1.07560 4.66 10.45 5.11
N -2.36707 -0.70656 0.25953 6.28 5.02 -13.39
C -1.15962 0.02584 0.35790 -3.14 -3.00 5.27
O -0.83789 0.06664 1.55962 1.68 1.09 0.73
C -0.26836 0.55346 -0.64848 -1.49 4.63 1.27
C 1.22149 0.46462 -0.40218 -2.60 5.49 5.01
N 1.99022 0.66018 -1.47722 1.90 -4.72 -1.24
C 3.14155 -0.20299 -1.30174 3.48 0.95 -5.51
C 4.33100 0.29097 -0.48615 -2.95 6.07 -1.63
C 5.50903 -0.48122 -0.41027 2.57 10.40 -2.57
O 5.42470 -1.61650 -0.04573 -1.87 -12.45 8.28
C 5.09505 -1.73240 1.52615 -5.09 1.82 -4.44
C 1.51555 2.04103 0.45820 -5.20 -8.79 4.94
O 2.13711 2.79075 -0.08949 4.04 6.12 -3.09
O 1.01365 2.03326 1.74105 -1.10 -1.88 -1.00
H -6.40835 -1.05992 -2.24072 0.09 1.02 0.56
H -5.86638 0.59761 -2.08327 2.12 3.83 -3.32
H -7.28628 0.30185 -1.28931 1.83 -1.41 0.38
H -4.50024 1.24880 -0.24935 1.34 0.64 -0.64
H -5.82373 0.97296 0.73288 0.04 -0.72 -0.56
H -5.02467 -0.62098 2.34541 1.53 0.32 -3.77
H -3.87517 0.73480 2.00872 -0.46 -2.86 -2.10
H -3.66468 -1.79758 0.58978 -7.43 -14.00 -9.32
H -2.65347 -1.44877 1.73870 3.07 -2.91 6.94
H -2.58540 -0.61367 -0.87172 -0.09 -0.84 3.79
H -0.47476 0.20845 -1.53160 -1.07 -2.82 -5.19
H -0.77515 1.70600 -0.94994 1.79 -2.55 1.41
H 1.46676 -0.26091 0.41037 0.09 0.17 -1.30
H 2.15709 1.50680 -1.95053 -0.04 1.24 0.26
H 3.63487 -0.10377 -2.47834 -1.14 -1.49 2.84
H 2.90168 -1.21283 -0.95291 -0.31 0.12 -0.73
H 4.65315 1.45833 -0.93635 -1.05 -3.26 1.49
H 3.92012 0.41474 0.47049 -0.34 0.88 1.87
H 5.85700 -0.53841 -1.33258 1.48 -0.32 -5.35
H 6.32595 0.24563 -0.14419 0.13 -0.56 1.70
H 5.90661 -1.30442 1.85383 4.06 2.55 2.49
H 4.06843 -1.20894 1.87246 2.51 -1.13 -1.09
H 5.08303 -2.72131 1.72630 -0.19 -3.17 0.47
H 0.34876 1.09704 1.87626 1.59 2.70 -0.93
```
Forces are in eV/Å.

These are the Mulliken partial charges, in e, on atoms 1 to 4: -0.875, -0.230, -0.525, -0.219


(2)
Formula: C12H24N3O6PS
Source: the OMol25 dataset
Level of theory: the ωB97M-V functional and the def2-TZVPD basis

Its total charge is -2. Its spin multiplicity is 1. The HOMO energy comes out at 1.9 eV.

```
47
Properties=species:S:1:pos:R:3:forces:R:3
O 4.21350 -2.38450 0.25612 0.75 0.96 0.15
C 4.40293 -1.25352 1.13511 0.75 0.39 1.04
C 4.67532 0.13506 0.38995 -0.25 -0.04 -0.03
C 3.89945 0.29426 -1.00538 2.31 0.33 -0.58
N 2.56899 0.99580 -0.87560 0.61 -0.65 -0.73
C 1.38087 0.08498 -1.05861 -1.61 -0.69 0.47
C 0.18023 0.51456 -0.07498 0.08 0.25 -0.38
C -1.03569 1.19102 -0.88079 0.01 -0.48 -0.83
C -2.43834 0.48731 -0.60223 0.41 -0.30 0.53
C -3.08928 0.82198 0.81871 -1.14 -0.74 -0.40
C -3.94302 -0.46921 1.30416 0.39 0.22 0.19
C -3.06715 -1.44855 2.25508 -0.36 1.45 -0.91
S -3.69891 -3.20716 2.22472 0.57 0.00 -1.49
C -3.47563 -3.72220 0.48631 -0.13 -1.17 -3.84
N -4.19109 -4.62868 -0.34454 2.65 3.09 2.22
N -3.59256 -4.60338 -1.57237 3.32 2.62 -0.44
C -2.50669 -3.69293 -1.59418 -4.38 -2.63 3.07
O -2.44377 -3.17186 -0.28888 -0.53 -0.48 -0.30
H 5.09454 -2.51998 -0.16621 -0.89 -0.05 0.29
H 3.53969 -1.17186 1.87940 0.94 -0.27 -1.38
H 5.33272 -1.48482 1.77338 -1.26 0.52 -0.69
H 4.39577 1.01743 1.07558 0.33 -1.31 -0.93
H 5.81138 0.24134 0.23348 -1.74 -0.22 -0.11
H 3.83276 -0.68767 -1.58614 -0.28 1.38 1.08
H 4.55128 0.98342 -1.65789 -0.94 -0.94 0.97
H 2.50397 1.71294 -1.63055 -0.24 0.26 1.06
H 2.58067 1.49349 0.03255 -0.75 0.29 -0.68
H 1.66896 -0.99196 -0.84669 0.07 1.43 -0.13
H 1.06704 0.12212 -2.16112 0.52 0.16 1.63
H -0.13363 -0.43932 0.47680 0.25 1.28 -0.70
H 0.59168 1.27557 0.68011 -0.67 -0.97 -1.05
H -1.01867 2.30984 -0.73663 -0.05 -0.92 0.02
H -0.81746 1.03092 -2.00037 -0.34 0.29 1.53
H -3.22442 0.67619 -1.41937 1.27 -0.01 1.14
H -2.25028 -0.64464 -0.62087 -0.22 1.39 -0.01
H -3.86328 1.65720 0.69722 1.41 -0.92 0.23
H -2.34525 1.11943 1.62262 -0.78 -0.26 -1.11
H -4.31649 -1.05880 0.39538 0.51 0.89 1.23
H -4.84761 -0.08784 1.88006 1.04 -0.77 -0.62
H -1.96420 -1.36678 1.96897 -1.52 -0.40 0.44
H -3.21511 -1.07977 3.32422 0.35 -0.87 -1.29
H -1.80433 -3.38537 -2.42010 -1.03 -0.38 1.41
O 1.12665 3.85512 -0.55546 1.02 -1.93 -0.17
P 0.19834 5.07165 -0.27414 -0.30 0.42 -0.13
O 1.02171 6.37432 -0.33061 0.20 0.26 0.04
O -0.43183 4.92050 1.12784 -0.07 -0.26 0.53
O -0.92375 5.11437 -1.33403 -0.28 -0.21 -0.35
```
Forces are in eV/Å.

These are the Mulliken partial charges, in e, on atoms 1 to 4: -0.006, -1.186, -0.658, -1.481


(3)
Formula: C12H24N3RuSi
Source: the OMol25 dataset
Level of theory: the ωB97M-V functional and the def2-TZVPD basis

Its total charge is +3. Its spin multiplicity is 5. The HOMO energy (alpha / beta) comes out at -20.0 / -19.2 eV.

```
41
Properties=species:S:1:pos:R:3:forces:R:3
Ru 0.43456 -0.32503 -0.53400 1.22 2.57 -2.02
N 1.20460 1.62461 0.03660 1.15 0.67 1.43
C 0.96193 2.76148 -0.88288 -0.67 1.01 -0.67
C -0.39858 2.53751 -1.54445 0.70 -0.51 0.43
N -0.38969 1.11676 -2.01159 -2.76 -0.39 -0.81
C 0.11532 0.82426 -3.39748 0.10 -0.38 -0.47
C 1.52863 0.21550 -3.44704 -0.60 1.05 -1.27
N 1.71457 -0.67240 -2.31672 1.15 -1.10 2.16
H 2.22506 1.54726 0.18376 -0.56 0.21 0.21
H 0.79793 1.86264 0.95747 0.55 -0.09 -0.57
H 0.90736 3.72588 -0.34403 0.42 -0.48 -0.15
H 1.76721 2.82494 -1.64264 -0.42 -0.11 0.50
H -1.23674 2.65942 -0.84070 0.37 -0.10 -0.06
H -0.58564 3.23450 -2.35307 0.08 0.04 -0.29
H -1.41191 0.84889 -2.07951 1.37 0.41 0.09
H -0.57323 0.05009 -3.77486 0.18 0.49 -0.13
H 0.08255 1.71760 -4.04470 -0.25 -0.37 0.30
H 1.59290 -0.36813 -4.37176 0.06 0.18 0.10
H 2.29929 0.99956 -3.54417 -0.15 -0.47 0.51
H 1.70509 -1.67957 -2.56844 0.24 0.86 0.00
H 2.61448 -0.48143 -1.82983 -0.35 -0.51 -0.89
C 0.01892 -3.60943 0.96943 0.43 -1.36 -1.25
Si -0.62019 -2.04071 0.22415 -3.02 -3.12 2.85
C -2.48712 -2.19013 0.40473 0.13 0.92 -0.82
C -0.22368 -0.39704 1.51590 1.39 0.35 0.79
C 0.71071 -0.78902 2.52698 -1.44 0.34 -1.90
C 0.49111 -0.46553 3.86794 0.25 -0.18 0.89
C -0.60194 0.30740 4.21853 -0.18 0.92 0.60
C -1.36844 0.91246 3.23665 -0.34 0.09 0.91
C -1.13839 0.61062 1.89538 -1.27 -0.50 -1.66
H -0.05878 -3.51801 2.05070 -0.01 0.01 0.17
H 1.06358 -3.78766 0.67608 -0.19 -0.20 0.37
H -0.59220 -4.53203 0.64071 0.79 1.56 0.38
H -2.66859 -2.33850 1.48904 0.09 0.12 -0.48
H -2.89971 -3.03916 -0.16149 0.12 0.29 0.18
H -2.91240 -1.23468 0.03734 -0.33 -0.63 0.39
H 1.54624 -1.32949 2.16619 0.84 -0.81 0.34
H 1.13114 -0.83370 4.67086 0.05 -0.03 -0.37
H -0.77984 0.55150 5.27053 -0.03 -0.23 -0.36
H -2.17955 1.58377 3.51813 0.23 -0.04 -0.13
H -1.78658 1.11500 1.13223 0.63 -0.48 0.70
```
Forces are in eV/Å.

These are the Mulliken partial charges, in e, on atoms 1 to 4: 0.372, -0.407, -0.555, -0.681


(4)
Formula: C12H24NO15S2
Source: the OMol25 dataset
Level of theory: the ωB97M-V functional and the def2-TZVPD basis

Its total charge is -1. Its spin multiplicity is 1. The HOMO energy comes out at -5.5 eV.

```
54
Properties=species:S:1:pos:R:3:forces:R:3
N -13.66635 -2.30561 5.21852 6.13 -6.73 -4.72
O -13.14416 -2.76671 4.04017 -0.31 1.36 2.06
O -14.58282 -1.65397 5.18083 -7.35 6.21 -0.21
O -13.22732 -2.78665 6.23089 1.60 -0.81 2.85
O -16.28361 -5.94694 8.58806 -0.07 -0.57 0.12
S -15.71516 -6.58190 7.44889 0.97 -1.22 -3.54
O -14.29922 -6.84291 7.27050 -1.38 -0.35 1.19
O -16.58816 -8.07911 7.14431 -0.33 3.60 1.69
C -15.96306 -9.16375 6.59833 2.63 -3.20 1.17
C -16.90677 -10.42968 6.79452 -1.82 0.73 -2.41
C -16.09354 -5.65111 5.92037 -1.73 2.76 2.42
H -14.91579 -9.39180 7.14940 -2.31 0.43 -0.98
H -15.66093 -8.98905 5.58430 -0.15 -0.02 -0.86
H -17.96958 -10.37251 6.27348 2.11 0.65 0.54
H -17.23195 -10.46045 7.80700 0.37 -0.44 1.06
H -16.57054 -11.40463 6.36775 0.49 0.88 0.77
H -15.50431 -4.59603 6.09252 -0.89 -2.93 -1.03
H -17.19355 -5.32555 6.01796 1.50 -0.65 -0.22
H -16.00150 -6.29809 5.05024 0.68 0.43 0.07
O -14.92458 2.91289 3.06198 1.05 0.35 1.83
S -14.87234 2.35565 4.41836 -3.50 1.44 -1.27
O -15.13417 3.15848 5.63685 1.05 -1.87 -2.79
O -16.12033 1.28896 4.30722 0.50 0.38 1.96
C -16.78709 0.92039 3.10834 -2.42 2.47 -0.74
C -17.97194 -0.08158 3.33848 4.03 -1.34 -2.10
C -13.47962 1.32781 4.57512 1.56 2.66 1.42
H -16.14204 0.50310 2.48429 3.32 -2.79 -2.23
H -16.96165 1.80657 2.34877 -0.72 -0.85 2.28
H -18.68813 0.38589 3.89596 -2.28 0.71 1.29
H -17.51922 -0.99872 3.81034 -0.62 1.05 0.08
H -18.25474 -0.47673 2.31450 -0.21 0.91 1.14
H -13.48210 1.01805 5.55924 -0.65 -1.29 2.23
H -12.48183 1.83718 4.63408 -1.09 0.13 -1.13
H -13.57111 0.52628 3.95324 -0.02 -2.08 -1.93
C -12.25215 -4.46304 8.75678 -1.14 3.88 0.58
C -11.51321 -4.31898 10.13438 2.60 2.88 -6.39
O -10.50106 -5.29706 10.14419 0.16 2.41 1.98
C -10.81475 -6.09624 9.21786 3.30 -9.61 -2.46
O -10.23362 -7.25761 9.07273 -2.16 5.12 0.64
O -11.80541 -5.78843 8.44048 -1.61 1.58 -1.64
H -12.01932 -3.45534 8.08190 0.28 -3.48 0.73
H -13.41541 -4.22131 8.85451 2.25 -1.75 -0.12
H -12.14852 -4.35789 10.82493 -4.82 -1.37 6.23
H -11.19377 -3.29642 10.12246 1.26 0.35 0.33
C -8.46330 -2.68588 4.65600 -1.06 -1.52 1.85
C -9.90356 -3.10134 5.19994 1.24 -0.01 -1.14
O -9.97220 -2.33569 6.35395 -2.56 -0.34 1.64
C -8.92282 -1.64508 6.62393 0.77 1.73 2.85
O -8.73602 -1.03973 7.67402 -0.20 -0.81 -1.89
O -8.09682 -1.66948 5.60539 2.38 -0.53 -0.89
H -8.58727 -2.16200 3.80777 -0.48 1.63 -3.26
H -7.70788 -3.47963 4.40383 -0.55 0.66 1.22
H -10.03152 -4.10945 5.51327 0.25 -1.04 -0.01
H -10.74477 -2.86448 4.55710 -0.04 0.21 -0.29
```
Forces are in eV/Å.

These are the Mulliken partial charges, in e, on atoms 1 to 4: 0.891, -0.749, -0.576, -0.539


(5)
Formula: C12H24NO5
Source: the OMol25 dataset
Level of theory: the ωB97M-V functional and the def2-TZVPD basis

Its total charge is -1. Its spin multiplicity is 1. The HOMO energy comes out at -1.6 eV.

```
42
Properties=species:S:1:pos:R:3:forces:R:3
C 0.52681 -0.71457 2.57566 0.35 0.36 0.48
C 1.47218 -0.20399 1.53238 -0.12 0.29 2.03
O 1.35769 -0.57264 0.42513 -0.54 -1.07 -3.69
O 2.36758 0.69653 1.87227 0.49 0.54 0.25
C 3.44136 0.14494 2.61704 1.30 0.78 1.17
C 4.14488 1.22454 3.54957 -1.29 0.87 -0.77
N 3.60325 2.52842 3.37714 -0.22 -0.03 0.07
C 3.50430 3.16045 4.63804 0.06 -0.62 -0.78
C 2.81457 4.50381 4.58587 0.38 -0.20 -0.02
O 3.30943 5.38229 3.58793 -0.01 0.53 -0.02
H 0.81005 -0.41082 3.56743 0.12 0.07 0.45
H 0.48004 -1.78186 2.49648 -0.17 -0.60 0.02
H -0.43834 -0.29230 2.36004 -0.51 0.12 -0.14
H 3.11158 -0.68563 3.23965 -0.31 -0.18 0.04
H 4.20205 -0.23626 1.94453 -0.07 -0.21 -0.51
H 3.99007 0.90857 4.59603 0.39 -0.48 0.15
H 5.21224 1.24247 3.27597 0.42 -0.64 0.31
H 4.50111 3.28354 5.14277 0.05 0.21 0.26
H 2.88370 2.52909 5.32646 0.14 0.18 0.51
H 2.93546 4.96551 5.56591 -0.28 0.22 0.34
H 1.76656 4.35898 4.36352 -0.33 0.00 -0.10
H 4.17136 5.68987 3.88001 0.11 -0.17 -0.11
C 0.58279 -2.39828 -3.80530 -0.19 -0.16 -0.17
C -0.58394 -1.47051 -3.56474 -0.03 0.07 0.01
O -1.65403 -1.65292 -4.10579 0.04 -0.04 0.01
C -0.34691 -0.32139 -2.62425 -0.32 -0.02 -0.03
H 0.28535 -3.18337 -4.49815 -0.02 0.02 0.00
H 1.41819 -1.84297 -4.23357 0.08 0.01 0.15
H 0.89678 -2.85182 -2.86433 0.13 0.13 0.02
H 0.45286 0.31469 -3.00564 0.13 -0.07 0.14
H -0.06619 -0.69642 -1.63754 0.23 0.10 -0.02
H -1.25606 0.26963 -2.53420 -0.01 -0.01 -0.03
C -7.01903 -2.92532 -3.88102 -0.21 0.16 0.02
C -6.28862 -1.63835 -4.19456 0.08 0.03 -0.03
O -6.87617 -0.58234 -4.24966 -0.04 -0.03 0.00
C -4.80326 -1.74025 -4.43232 -0.22 0.28 -0.02
H -8.07614 -2.71507 -3.73189 0.01 0.02 0.00
H -6.90968 -3.62775 -4.70879 0.11 -0.08 0.08
H -6.61404 -3.37227 -2.97192 0.08 -0.10 -0.08
H -4.60490 -2.39382 -5.28312 0.08 -0.12 0.11
H -4.30505 -2.13802 -3.54845 0.07 -0.13 -0.09
H -4.39987 -0.75440 -4.64460 0.04 -0.01 0.02
```
Forces are in eV/Å.

These are the Mulliken partial charges, in e, on atoms 1 to 4: -0.963, 0.631, -0.624, -0.214


| no. | E (eV) |
| --- | --- |
| 1 | -26036.2274 |
| 2 | -49705.0957 |
| 3 | -27730.8386 |
| 4 | -66697.7505 |
| 5 | -24558.7484 |